{
  "formula": "C4H12",
  "method": "ωB97M-V/def2-TZVPD",
  "gap_ev": 12.09,
  "de_lowest_kj_mol": 150.31,
  "homo_ev": -11.0,
  "spin_multiplicity": 1,
  "smiles": "CC.CC",
  "charge": 0,
  "e_tot_ev": -4340.9704,
  "lumo_energy_ev": 1.09,
  "elements": ["C", "C", "H", "H", "H", "H", "H", "H", "C", "C", "H", "H", "H", "H", "H", "H"],
  "coordinates": [[1.6537, 0.5739, -1.3682], [2.4817, 1.7939, -1.0700], [0.5677, 0.7553, -1.3592], [1.6091, 0.3004, -2.4088], [2.1128, -0.2227, -0.7004], [1.9028, 2.6187, -1.3293], [2.8173, 1.6558, 0.0481], [3.4410, 1.6994, -1.4227], [-1.8611, -0.8301, 0.5736], [-2.2038, -1.5244, 1.8473], [-1.0671, -1.3136, 0.1302], [-2.6491, -1.0441, -0.1504], [-1.7707, 0.2618, 0.5906], [-3.2125, -1.0994, 2.1135], [-1.4712, -1.0475, 2.5062], [-2.3505, -2.5776, 1.9995]]
}

{
  "formula": "CH6N3O",
  "method": "ωB97M-V/def2-TZVPD",
  "gap_ev": 9.06,
  "de_lowest_kj_mol": 431.27,
  "homo_ev": -13.4,
  "spin_multiplicity": 1,
  "charge": 1,
  "e_tot_ev": -7640.1165,
  "lumo_energy_ev": -4.35,
  "elements": ["C", "N", "N", "N", "O", "H", "H", "H", "H", "H", "H"],
  "coordinates": [[-0.0930, 0.3251, 0.3617], [-1.6336, -0.1299, -0.6120], [0.7290, 1.2536, -0.0564], [0.5702, -1.0872, 0.3702], [-1.3099, 0.2755, 0.7744], [-2.0470, 0.6631, -1.1832], [0.3773, 2.2011, 0.0102], [1.4594, 0.9115, -0.6456], [0.3567, -1.4482, 1.2505], [1.5005, -1.0313, -0.0582], [0.0904, -1.9332, -0.2116]]
}

{
  "formula": "C39H52MoN4OP2",
  "method": "ωB97M-V/def2-TZVPD",
  "gap_ev": 2.37,
  "de_lowest_kj_mol": 0.00,
  "homo_ev": -11.7,
  "spin_multiplicity": 3,
  "charge": 2,
  "e_tot_ev": -69704.5755,
  "lumo_energy_ev": -9.34,
  "elements": ["Mo", "C", "C", "C", "C", "C", "C", "C", "C", "C", "H", "H", "H", "H", "H", "H", "H", "H", "H", "H", "H", "H", "H", "H", "H", "P", "P", "N", "N", "N", "N", "C", "C", "C", "C", "C", "C", "C", "C", "C", "C", "C", "C", "C", "C", "C", "C", "C", "C", "H", "H", "H", "H", "H", "H", "H", "H", "H", "H", "H", "H", "H", "H", "H", "H", "H", "H", "H", "H", "C", "C", "C", "C", "C", "C", "C", "C", "C", "C", "C", "C", "O", "H", "H", "H", "H", "H", "H", "H", "H", "H", "H", "H", "H", "H", "H", "H", "H", "H"],
  "coordinates": [[0.8020, -0.8517, -0.7648], [-0.4632, -0.0015, 1.3864], [-1.0831, -0.0316, 0.1114], [-1.2557, 1.2324, -0.6934], [-0.0888, 1.6526, -1.5856], [1.3014, 1.2042, -1.2581], [1.7671, 1.0803, 0.0747], [1.1250, 1.9669, 1.1074], [0.0966, 1.2117, 2.0004], [1.7190, -1.7061, 0.9548], [-0.7049, -0.7598, 2.1058], [-1.9018, -0.7407, 0.0205], [-1.5573, 2.1048, -0.1007], [-2.1382, 1.0457, -1.3425], [-0.3108, 1.3325, -2.6221], [-0.0893, 2.7512, -1.6791], [2.0273, 1.1863, -2.0651], [2.8342, 0.8755, 0.2123], [0.6034, 2.8255, 0.6597], [1.9154, 2.4011, 1.7399], [0.6086, 0.9466, 2.9337], [-0.6857, 1.9373, 2.2886], [1.1145, -2.0293, 1.8234], [2.5355, -1.0850, 1.3723], [2.1721, -2.5999, 0.5111], [1.7944, -0.8867, -3.3007], [-1.9895, 0.3570, -3.5121], [3.3361, 0.1662, -3.8681], [2.4094, -2.2085, -4.4098], [-2.1267, 1.8525, -4.4924], [-3.5969, -0.2812, -4.0868], [0.6585, -0.0657, -4.5095], [-0.7787, -0.6406, -4.4450], [4.5267, 0.2064, -3.1491], [5.4304, 1.0959, -3.7631], [4.7813, 1.5946, -4.9408], [3.5183, 0.9759, -4.9869], [2.6602, -3.5096, -3.9806], [3.0095, -4.2955, -5.0729], [3.0765, -3.4316, -6.2101], [2.7169, -2.1614, -5.7766], [-2.4203, 3.1035, -3.9062], [-2.2478, 4.0993, -4.8539], [-1.8529, 3.4679, -6.0779], [-1.7886, 2.0918, -5.8329], [-4.4994, 0.0705, -5.1048], [-5.1589, -1.0665, -5.5630], [-4.7088, -2.1613, -4.7503], [-3.8098, -1.6401, -3.8292], [1.0246, -0.1810, -5.5449], [0.6880, 1.0139, -4.2632], [-1.1711, -0.8488, -5.4669], [-0.8000, -1.6015, -3.8967], [4.6307, -0.3666, -2.2470], [6.4142, 1.3825, -3.4276], [5.1610, 2.3160, -5.6560], [2.7569, 1.1065, -5.7365], [2.5504, -3.7590, -2.9337], [3.1803, -5.3654, -5.0787], [3.3605, -3.7010, -7.2200], [2.6434, -1.2503, -6.3595], [-2.7049, 3.1683, -2.8656], [-2.3780, 5.1706, -4.7140], [-1.6536, 3.9636, -7.0171], [-1.5203, 1.2903, -6.4929], [-4.6762, 1.1040, -5.3764], [-5.8619, -1.1285, -6.3903], [-4.9979, -3.2013, -4.8368], [-3.3083, -2.1029, -2.9961], [0.8009, 3.0756, 7.3848], [-0.5166, 2.3072, 7.3445], [-1.3599, 2.7525, 6.1487], [-0.3090, 0.8030, 7.4638], [0.0240, 0.2735, 8.6954], [0.0854, -1.1007, 8.9164], [-0.1456, -1.9915, 7.8666], [-0.4371, -1.5381, 6.5984], [-0.8769, -2.4807, 5.4861], [-0.0563, -3.7624, 5.4015], [-2.3648, -2.8067, 5.6593], [-0.4264, -0.0989, 6.3181], [-0.5248, 0.3207, 5.1381], [1.3932, 2.8929, 6.4803], [1.4025, 2.7858, 8.2497], [0.5960, 4.1475, 7.4415], [-1.0822, 2.5834, 8.2485], [-0.8297, 2.5119, 5.2218], [-2.3287, 2.2437, 6.1458], [-1.5396, 3.8295, 6.2219], [0.2203, 0.9470, 9.5319], [0.2795, -1.4796, 9.9164], [-0.1194, -3.0636, 8.0677], [-0.7428, -1.9237, 4.5527], [-0.2210, -4.4094, 6.2715], [-0.3480, -4.3194, 4.5055], [1.0122, -3.5332, 5.3321], [-2.9626, -1.8885, 5.6170], [-2.7130, -3.4978, 4.8830], [-2.5308, -3.2715, 6.6422]]
}

{
  "formula": "C22H37N3O12S",
  "method": "ωB97M-V/def2-TZVPD",
  "gap_ev": 8.43,
  "homo_ev": -8.8,
  "spin_multiplicity": 1,
  "charge": 0,
  "e_tot_ev": -63289.8070,
  "lumo_energy_ev": -0.38,
  "elements": ["N", "C", "C", "C", "C", "C", "C", "C", "C", "N", "S", "N", "C", "C", "H", "H", "H", "H", "H", "H", "H", "H", "H", "H", "H", "H", "H", "C", "O", "C", "O", "O", "C", "H", "H", "H", "H", "H", "H", "C", "O", "C", "O", "O", "C", "H", "H", "H", "H", "H", "H", "C", "O", "C", "O", "O", "C", "H", "H", "H", "H", "H", "H", "C", "O", "C", "O", "O", "C", "H", "H", "H", "H", "H", "H"],
  "coordinates": [[-3.2341, -0.3998, 0.9696], [-2.9032, -0.7658, -0.4102], [-1.5223, -0.3289, -0.8830], [-1.3104, 1.1743, -1.0889], [-1.3229, 2.0756, 0.1463], [-0.3397, 1.7275, 1.2383], [0.8886, 1.0419, 0.9415], [1.8065, 0.7328, 1.8874], [1.5388, 1.1071, 3.2255], [2.3149, 0.8923, 4.2952], [1.5310, 1.5252, 5.5461], [0.2161, 2.0868, 4.8388], [0.3277, 1.7978, 3.5371], [-0.6075, 2.0979, 2.5184], [-2.4556, -0.0125, 1.4791], [-4.0408, 0.1966, 1.0482], [-3.6750, -0.4089, -1.0977], [-2.9259, -1.8580, -0.4853], [-0.7776, -0.7752, -0.2195], [-1.3659, -0.7949, -1.8598], [-2.1016, 1.5242, -1.7577], [-0.3700, 1.3201, -1.6256], [-1.1152, 3.1010, -0.1768], [-2.3258, 2.0957, 0.5726], [1.0925, 0.7659, -0.0846], [2.7158, 0.2147, 1.6187], [-1.5227, 2.6160, 2.7767], [-2.0469, -4.7493, -5.5009], [-3.4155, -4.7481, -5.0901], [-3.6829, -3.8924, -4.1052], [-2.8885, -3.1619, -3.5721], [-4.9778, -3.9804, -3.8108], [-5.3951, -3.0994, -2.7650], [-1.9658, -5.4821, -6.2978], [-1.7595, -3.7676, -5.8733], [-1.3981, -5.0337, -4.6746], [-5.2202, -2.0627, -3.0473], [-4.8669, -3.3225, -1.8400], [-6.4592, -3.2685, -2.6316], [4.2796, -1.3271, -4.2815], [3.2971, -1.0708, -5.2847], [2.0492, -0.9864, -4.8182], [1.7253, -1.0842, -3.6634], [1.2401, -0.7408, -5.8420], [-0.1363, -0.5870, -5.4815], [5.2386, -1.3407, -4.7908], [4.2746, -0.5364, -3.5327], [4.1064, -2.2869, -3.7986], [-0.2614, 0.2530, -4.8007], [-0.5209, -1.4997, -5.0281], [-0.6718, -0.3860, -6.4047], [1.1012, -1.3907, 12.6446], [1.8934, -1.7370, 11.5056], [1.9011, -0.8142, 10.5445], [1.3165, 0.2368, 10.5727], [2.6673, -1.2551, 9.5485], [2.7614, -0.3554, 8.4410], [1.1903, -2.2258, 13.3327], [1.4771, -0.4823, 13.1110], [0.0601, -1.2527, 12.3596], [3.1999, 0.5907, 8.7541], [1.7797, -0.1823, 8.0077], [3.4056, -0.8385, 7.7120], [-0.2515, 5.2594, -3.8024], [1.0945, 4.9473, -3.4336], [1.5215, 3.7642, -3.8703], [0.8813, 2.9815, -4.5239], [2.7764, 3.5935, -3.4579], [3.3595, 2.3592, -3.8805], [-0.4545, 6.2394, -3.3818], [-0.3548, 5.2903, -4.8852], [-0.9415, 4.5263, -3.3886], [3.4279, 2.3123, -4.9660], [2.7722, 1.5194, -3.5093], [4.3562, 2.3259, -3.4498]]
}

{
  "formula": "C3H5F2NS",
  "method": "ωB97M-V/def2-TZVPD",
  "gap_ev": 8.24,
  "de_lowest_kj_mol": 225.63,
  "homo_ev": -9.6,
  "spin_multiplicity": 1,
  "charge": 0,
  "e_tot_ev": -20949.7568,
  "lumo_energy_ev": -1.33,
  "elements": ["C", "C", "C", "N", "F", "F", "S", "H", "H", "H", "H", "H"],
  "coordinates": [[0.4231, 1.0105, 0.5446], [-0.9791, -0.6982, -1.0587], [-0.6662, -0.0316, 0.2885], [1.7018, 0.6594, 0.5805], [-1.7275, -0.1381, 1.0514], [0.5718, -1.7638, 0.9133], [-0.1248, 2.5430, 0.5609], [-1.8615, -0.1232, -1.5526], [-0.0731, -0.8119, -1.8016], [-1.5195, -1.6735, -0.9196], [1.9598, -0.3020, 0.5545], [2.2951, 1.3294, 0.8388]]
}

{
  "formula": "C20H20ClN4",
  "method": "ωB97M-V/def2-TZVPD",
  "gap_ev": 7.18,
  "de_lowest_kj_mol": 895.71,
  "homo_ev": -3.9,
  "spin_multiplicity": 1,
  "charge": -1,
  "e_tot_ev": -39539.4916,
  "lumo_energy_ev": 3.26,
  "elements": ["Cl", "N", "C", "C", "C", "C", "C", "H", "H", "H", "H", "H", "N", "C", "C", "C", "C", "C", "H", "H", "H", "H", "H", "N", "C", "C", "C", "C", "C", "H", "H", "H", "H", "H", "N", "C", "C", "C", "C", "C", "H", "H", "H", "H", "H"],
  "coordinates": [[-0.7603, 0.1119, -0.3107], [-2.5747, 1.5518, -2.4738], [-2.9056, 0.4557, -1.7082], [-4.2062, 0.0737, -1.4590], [-5.2104, 0.7918, -1.9903], [-4.9123, 1.9673, -2.7129], [-3.6011, 2.2920, -2.9519], [-2.1227, -0.1323, -1.2523], [-4.4478, -0.7904, -0.8579], [-6.2451, 0.5462, -1.8021], [-5.6887, 2.5336, -3.2057], [-3.2960, 3.1831, -3.4803], [0.6014, 2.5833, -0.4466], [0.1113, 2.1112, 0.7237], [0.7946, 2.0544, 1.9549], [2.0628, 2.5374, 2.0087], [2.6074, 3.1046, 0.8615], [1.8949, 3.1363, -0.3302], [-0.8768, 1.6753, 0.7186], [0.3635, 1.5264, 2.7926], [2.5475, 2.3997, 2.9639], [3.6034, 3.5212, 0.8904], [2.2631, 3.6638, -1.1977], [1.2076, -1.8747, -1.9159], [-0.0164, -1.9878, -1.3604], [-0.2226, -2.9191, -0.3685], [0.7542, -3.7195, 0.1708], [1.9973, -3.6344, -0.4391], [2.1665, -2.7209, -1.4676], [-0.8126, -1.3231, -1.6616], [-1.2118, -2.9933, 0.0586], [0.6017, -4.3388, 1.0424], [2.7483, -4.3365, -0.1082], [3.1086, -2.6251, -1.9868], [1.8153, -1.9094, 3.1450], [2.4794, -0.7122, 3.2313], [2.5090, 0.2564, 2.2301], [1.7150, 0.0753, 1.1574], [0.9983, -1.0879, 0.9958], [1.1330, -2.1031, 1.9931], [2.9435, -0.5315, 4.1896], [3.0705, 1.1766, 2.2958], [1.6449, 0.7359, 0.3058], [0.5473, -1.2205, 0.0234], [0.8210, -3.1043, 1.7347]]
}